The following is a DFT calculation (wB97M-V/def2-TZVPD) of a structure of composition C3H10N4O at a distorted geometry.

Last column: Mulliken charge in e.
CARTESIAN COORDINATES (ANGSTROEM)
C: -2.504 -0.205 -0.032  -0.792
C: -0.209 -0.029 -0.128  0.376
C: 0.934 2.134 0.193  -0.768
H: -3.272 0.455 -0.247  0.364
H: -2.463 -0.643 1.106  0.262
H: -3.007 -1.251 -0.641  0.206
H: -0.595 -2.176 -0.515  0.277
H: 1.216 -2.161 1.516  0.263
H: 2.072 -1.522 -0.184  0.404
H: 1.694 2.492 1.848  0.128
H: -0.702 1.985 0.278  0.461
H: 1.466 2.688 -0.974  0.142
H: 2.000 0.404 -1.434  0.347
N: -1.205 0.687 -0.369  -0.441
N: 0.192 -1.380 -0.264  -0.153
N: 1.320 -2.114 0.266  -0.699
N: 1.018 0.651 0.171  0.112
O: 2.046 -0.013 -0.589  -0.490

## Properties
Highest occupied orbital energy ... -8.39 eV
Molar mass ... 118.140 g mol⁻¹
Kohn-Sham gap ... 0.3199 Ha